Entry A
Density functional theory data (the ωB97M-V functional and the def2-TZVPD basis) for a structure of composition C3H3Cl2NS.

Positions of all 10 atoms, in Å:
1 S 0.97 1.43 1.40
2 C -0.23 0.24 -0.86
3 C -0.94 1.00 0.06
4 C 1.77 0.28 0.31
5 Cl 3.19 1.03 -0.73
6 N 0.87 -0.25 -0.77
7 H 2.14 -0.47 0.90
8 H -1.40 0.49 0.93
9 Cl -1.86 2.40 -0.46
10 H -0.79 0.06 -1.82

## Properties
Highest occupied orbital energy (spin up / spin down) = -9.5 / -9.5 eV
HOMO-LUMO gap (spin up / spin down) = 8.32 / 8.32 eV
Net charge = 0

Listed below, in e, are the Mulliken charges computed for each atom: number 1, S, carries -0.14; number 2, C, carries 0.06; number 3, C, carries -0.25; number 4, C, carries 0.01; number 5, Cl, carries -0.21; number 6, N, carries -0.46; number 7, H, carries 0.38; number 8, H, carries 0.40; number 9, Cl, carries -0.11; number 10, H, carries 0.32

---

Entry B
Density functional theory data (the ωB97M-V functional and the def2-TZVPD basis) for an isolated molecule of C3H3Cl2NS.

Positions of all 10 atoms, in Å:
1 H 1.76 0.09 0.68
2 Cl -0.79 -1.33 2.14
3 H 1.34 0.27 -1.83
4 C -1.25 0.59 0.30
5 C 0.84 -0.44 0.04
6 H 1.10 -1.44 -0.13
7 N 0.54 0.07 -1.29
8 S -0.24 1.60 -1.11
9 Cl -2.86 0.95 0.48
10 C -0.44 -0.37 0.73

## Properties
Highest occupied orbital energy = -8.4 eV
HOMO-LUMO gap = 8.54 eV
Net charge = 0
SMILES = ClC1=C(Cl)SNC1

Listed below, in e, are the Mulliken charges computed for each atom: number 1, H, carries 0.19; number 2, Cl, carries -0.17; number 3, H, carries 0.29; number 4, C, carries 0.18; number 5, C, carries -0.18; number 6, H, carries 0.32; number 7, N, carries -0.45; number 8, S, carries -0.09; number 9, Cl, carries -0.14; number 10, C, carries 0.05

---

Of them, the most stable is entry B and the least stable is entry A.

---

Entry A
Density functional theory data (the ωB97M-V functional and the def2-TZVPD basis) for an isolated molecule of C7H13NOS2.

Positions of all 24 atoms, in Å:
1 C 3.90 0.77 -1.46
2 H 4.42 1.78 -1.30
3 H -0.18 1.19 -0.65
4 N -3.56 -0.16 1.87
5 C 2.37 0.84 -1.03
6 H 1.00 0.29 1.04
7 H 4.30 -0.16 -1.03
8 C -0.12 0.00 -0.76
9 O 0.98 -1.14 -2.69
10 H 0.04 -1.48 0.82
11 H -2.15 -1.82 1.92
12 H -1.04 -0.51 -1.24
13 S -6.01 -1.60 1.22
14 H 3.76 0.79 -2.44
15 S 1.54 -0.78 -1.28
16 H -1.09 0.40 2.46
17 H 1.67 1.59 -1.58
18 C -2.40 -0.85 1.37
19 H 2.40 1.15 0.07
20 C -1.25 0.27 1.38
21 C -4.69 -0.53 1.58
22 C 0.04 -0.28 0.77
23 H -2.42 -0.86 0.30
24 H -1.49 1.11 0.66

## Properties
Highest occupied orbital energy = -9.2 eV
HOMO-LUMO gap = 8.80 eV
Net charge = 0

Listed below, in e, are the Mulliken charges computed for each atom: number 1, C, carries -1.21; number 2, H, carries 0.31; number 3, H, carries 0.33; number 4, N, carries -0.36; number 5, C, carries -0.40; number 6, H, carries 0.27; number 7, H, carries 0.35; number 8, C, carries -0.74; number 9, O, carries -0.62; number 10, H, carries 0.32; number 11, H, carries 0.32; number 12, H, carries 0.36; number 13, S, carries -0.20; number 14, H, carries 0.40; number 15, S, carries 0.39; number 16, H, carries 0.36; number 17, H, carries 0.35; number 18, C, carries -0.44; number 19, H, carries 0.31; number 20, C, carries -0.64; number 21, C, carries 0.30; number 22, C, carries -0.39; number 23, H, carries 0.27; number 24, H, carries 0.33

---

Entry B
Density functional theory data (the ωB97M-V functional and the def2-TZVPD basis) for an isolated molecule of C7H13NOS2.

Positions of all 24 atoms, in Å:
1 H -1.22 -0.04 2.41
2 C 1.62 1.55 -2.40
3 H -0.61 1.57 -1.59
4 O 2.15 0.77 0.73
5 C 1.29 2.80 -1.67
6 C -1.36 -2.86 0.30
7 C 0.49 1.53 -1.27
8 H -2.20 -1.59 2.58
9 H 1.07 1.42 -3.32
10 H -0.44 -1.63 2.55
11 N -0.05 1.74 1.49
12 H 0.43 1.85 2.38
13 H 0.73 3.67 -2.21
14 H 2.48 0.97 -2.25
15 H 2.08 3.08 -1.04
16 S 1.29 -1.68 -0.76
17 H -1.88 -0.56 0.12
18 C 0.18 -0.97 0.08
19 H -2.43 -3.21 0.35
20 H -0.96 -3.37 -0.64
21 H -0.89 -3.41 1.07
22 C -1.27 -1.10 2.12
23 S 0.71 0.86 0.41
24 C -1.21 -1.40 0.54

## Properties
Highest occupied orbital energy = -8.4 eV
HOMO-LUMO gap = 7.71 eV
Net charge = 0
SMILES = CC(C)C(=S)[S@@](=N)(=O)C1CC1

Listed below, in e, are the Mulliken charges computed for each atom: number 1, H, carries 0.48; number 2, C, carries -0.38; number 3, H, carries 0.31; number 4, O, carries -0.69; number 5, C, carries -0.68; number 6, C, carries -1.54; number 7, C, carries -0.17; number 8, H, carries 0.33; number 9, H, carries 0.24; number 10, H, carries 0.39; number 11, N, carries -0.82; number 12, H, carries 0.27; number 13, H, carries 0.24; number 14, H, carries 0.32; number 15, H, carries 0.28; number 16, S, carries -0.19; number 17, H, carries 0.28; number 18, C, carries -0.29; number 19, H, carries 0.35; number 20, H, carries 0.37; number 21, H, carries 0.41; number 22, C, carries -1.42; number 23, S, carries 0.98; number 24, C, carries 0.95

---

Of them, the most stable is entry B and the least stable is entry A.

---

Entry A
Density functional theory data (the ωB97M-V functional and the def2-TZVPD basis) for the ion CH6N3O with charge +1.

Positions of all 11 atoms, in Å:
1 H -1.20 1.23 1.24
2 N -0.05 0.18 0.07
3 H -0.73 -1.38 -0.82
4 O -2.23 -0.07 -0.41
5 H 2.07 0.04 -0.38
6 H 0.92 -1.24 -1.08
7 N -1.07 -0.44 -0.51
8 H 1.48 -1.21 0.71
9 H -0.04 2.18 0.46
10 C 1.11 -0.55 -0.20
11 N -0.26 1.26 0.89

## Properties
Highest occupied orbital energy (spin up / spin down) = -15.6 / -15.6 eV
HOMO-LUMO gap (spin up / spin down) = 9.19 / 9.20 eV
Net charge = +1
SMILES = CN(N)[NH+]=O

Listed below, in e, are the Mulliken charges computed for each atom: number 1, H, carries 0.32; number 2, N, carries 0.59; number 3, H, carries 0.30; number 4, O, carries -0.44; number 5, H, carries 0.29; number 6, H, carries 0.31; number 7, N, carries 0.32; number 8, H, carries 0.34; number 9, H, carries 0.31; number 10, C, carries -0.69; number 11, N, carries -0.65

---

Entry B
Density functional theory data (the ωB97M-V functional and the def2-TZVPD basis) for the ion CH6N3O with charge +1.

Positions of all 11 atoms, in Å:
1 O 1.18 1.10 -0.32
2 N 0.38 -0.98 0.49
3 N -0.65 -0.79 -0.61
4 H 1.51 1.99 -0.18
5 H -1.63 0.27 0.76
6 H -1.51 -1.47 -0.65
7 H 1.29 -1.43 0.08
8 H 0.20 0.99 1.51
9 N -0.99 0.48 -0.05
10 H -0.13 -0.72 -1.56
11 C 0.35 0.55 0.53

## Properties
Highest occupied orbital energy = -15.9 eV
HOMO-LUMO gap = 12.05 eV
Net charge = +1
SMILES = OC1N[NH2+]N1

Listed below, in e, are the Mulliken charges computed for each atom: number 1, O, carries -0.49; number 2, N, carries -0.40; number 3, N, carries -0.06; number 4, H, carries 0.38; number 5, H, carries 0.33; number 6, H, carries 0.36; number 7, H, carries 0.34; number 8, H, carries 0.44; number 9, N, carries -0.39; number 10, H, carries 0.40; number 11, C, carries 0.09

---

Of them, the most stable is entry B and the least stable is entry A.

---

Entry A
Density functional theory data (the ωB97M-V functional and the def2-TZVPD basis) for an isolated molecule of C5H6.

Positions of all 11 atoms, in Å:
1 H -0.53 3.10 -0.23
2 C 0.00 1.24 -0.32
3 C -0.20 2.36 -0.93
4 C 0.82 -0.96 0.80
5 H -0.36 -1.66 -0.93
6 H 0.45 2.44 -1.81
7 C 0.07 0.11 0.20
8 H 1.78 -1.41 0.46
9 C -0.51 -1.47 0.09
10 H 0.71 -1.09 1.95
11 H -1.36 -1.83 0.57

## Properties
Highest occupied orbital energy = -8.9 eV
HOMO-LUMO gap = 10.01 eV
Net charge = 0
SMILES = C=C=C1CC1

Listed below, in e, are the Mulliken charges computed for each atom: number 1, H, carries 0.29; number 2, C, carries 0.42; number 3, C, carries -1.10; number 4, C, carries -0.49; number 5, H, carries 0.26; number 6, H, carries 0.27; number 7, C, carries 0.26; number 8, H, carries 0.24; number 9, C, carries -0.63; number 10, H, carries 0.20; number 11, H, carries 0.29

---

Entry B
Density functional theory data (the ωB97M-V functional and the def2-TZVPD basis) for a cluster of 2 separate species, C5H6 in total.

Positions of all 11 atoms, in Å:
1 C 0.00 -1.05 1.59
2 C -0.71 0.70 -0.96
3 H 0.99 1.57 0.44
4 H 0.33 -0.74 2.53
5 H -1.15 1.65 -1.45
6 C 1.41 -0.31 -2.36
7 H 0.51 -1.81 1.09
8 H -1.29 -0.15 -0.81
9 C 0.65 0.24 -1.45
10 C 0.38 0.81 -0.08
11 H -1.11 -0.92 1.47

## Properties
Highest occupied orbital energy (spin up / spin down) = -8.9 / -8.7 eV
HOMO-LUMO gap (spin up / spin down) = 8.27 / 8.26 eV
Net charge = 0

Listed below, in e, are the Mulliken charges computed for each atom: number 1, C, carries -0.85; number 2, C, carries -0.27; number 3, H, carries 0.29; number 4, H, carries 0.32; number 5, H, carries 0.22; number 6, C, carries -0.24; number 7, H, carries 0.30; number 8, H, carries 0.21; number 9, C, carries 0.22; number 10, C, carries -0.48; number 11, H, carries 0.27

---

Of them, the most stable is entry A and the least stable is entry B.

---

Entry A
Density functional theory data (the ωB97M-V functional and the def2-TZVPD basis) for a structure of composition C5H6N4.

Positions of all 15 atoms, in Å:
1 C 0.85 0.40 -0.69
2 C 0.97 1.85 0.85
3 N 1.37 1.67 -0.31
4 H -2.34 -0.54 1.33
5 H 0.63 0.25 2.45
6 H 0.95 -0.98 0.76
7 H -0.99 -1.83 -2.11
8 C 0.40 -0.38 -1.82
9 N -2.26 -1.22 0.46
10 H 0.77 -0.23 -2.81
11 N 0.13 0.87 1.42
12 N -0.52 -1.39 -1.38
13 C -1.05 -1.05 0.03
14 H 0.87 2.77 1.33
15 C 0.20 -0.19 0.49

## Properties
Highest occupied orbital energy = -7.6 eV
HOMO-LUMO gap = 7.90 eV
Net charge = 0

Listed below, in e, are the Mulliken charges computed for each atom: number 1, C, carries 0.14; number 2, C, carries -0.11; number 3, N, carries -0.53; number 4, H, carries 0.28; number 5, H, carries 0.39; number 6, H, carries 0.20; number 7, H, carries 0.25; number 8, C, carries -0.57; number 9, N, carries -0.75; number 10, H, carries 0.40; number 11, N, carries -0.49; number 12, N, carries -0.20; number 13, C, carries 0.27; number 14, H, carries 0.41; number 15, C, carries 0.31

---

Entry B
Density functional theory data (the ωB97M-V functional and the def2-TZVPD basis) for an isolated molecule of C5H6N4.

Positions of all 15 atoms, in Å:
1 H -2.70 -1.13 -0.77
2 H 1.34 -0.61 2.35
3 C 0.15 0.36 -0.15
4 C -1.02 0.30 -0.91
5 H -1.18 -2.24 0.94
6 C -1.78 -0.73 -0.43
7 C 0.87 1.55 -0.56
8 C 0.20 -0.75 0.67
9 H 2.06 -1.27 1.07
10 N -1.02 1.42 -1.87
11 H 1.84 1.32 -1.04
12 N 0.04 2.06 -1.68
13 N 1.19 -1.22 1.60
14 N -0.98 -1.38 0.52
15 H 0.99 2.31 0.26

## Properties
Highest occupied orbital energy = -8.4 eV
HOMO-LUMO gap = 9.12 eV
Net charge = 0
SMILES = Nc1[nH]cc2c1CN=N2

Listed below, in e, are the Mulliken charges computed for each atom: number 1, H, carries 0.41; number 2, H, carries 0.25; number 3, C, carries 0.37; number 4, C, carries 0.67; number 5, H, carries 0.21; number 6, C, carries -0.92; number 7, C, carries -0.47; number 8, C, carries -0.20; number 9, H, carries 0.28; number 10, N, carries -0.29; number 11, H, carries 0.26; number 12, N, carries -0.32; number 13, N, carries -0.62; number 14, N, carries 0.09; number 15, H, carries 0.27

---

Of them, the most stable is entry B and the least stable is entry A.

---

Entry A
Density functional theory data (the ωB97M-V functional and the def2-TZVPD basis) for an isolated molecule of C5H6N4.

Positions of all 15 atoms, in Å:
1 N 2.92 0.57 -0.37
2 C -1.27 -0.72 -0.34
3 N 3.26 -0.62 -0.13
4 C -0.22 -0.22 0.56
5 C -2.59 -0.36 -0.22
6 H -0.11 1.73 -0.70
7 H -3.42 -0.77 -0.85
8 H -0.40 -0.23 1.58
9 H -3.00 0.43 0.47
10 N 1.50 0.52 -0.32
11 H 0.54 1.94 0.97
12 H -0.96 -1.38 -1.15
13 C 0.33 1.23 0.14
14 C 1.20 -0.66 0.17
15 N 2.23 -1.45 0.18

## Properties
Highest occupied orbital energy = -10.1 eV
HOMO-LUMO gap = 10.70 eV
Net charge = 0
SMILES = C=C[C@@H]1Cn2nnnc21

Listed below, in e, are the Mulliken charges computed for each atom: number 1, N, carries -0.47; number 2, C, carries -0.32; number 3, N, carries -0.16; number 4, C, carries 0.22; number 5, C, carries -0.72; number 6, H, carries 0.31; number 7, H, carries 0.26; number 8, H, carries 0.51; number 9, H, carries 0.23; number 10, N, carries 0.42; number 11, H, carries 0.24; number 12, H, carries 0.31; number 13, C, carries -0.49; number 14, C, carries 0.10; number 15, N, carries -0.41

---

Entry B
Density functional theory data (the ωB97M-V functional and the def2-TZVPD basis) for an isolated molecule of C5H6N4.

Positions of all 15 atoms, in Å:
1 C -0.97 -1.65 0.17
2 C -0.16 -0.56 -0.04
3 N -0.90 0.56 -0.14
4 C 2.43 -0.48 0.08
5 H -3.19 -1.58 -0.20
6 N 1.26 -0.56 -0.14
7 H -0.51 -2.55 0.35
8 N 3.64 -0.66 0.33
9 H -1.13 2.33 0.61
10 H 4.23 0.11 -0.12
11 C -0.40 1.89 -0.09
12 N -2.19 0.24 -0.05
13 C -2.23 -1.07 0.00
14 H 0.62 1.71 0.36
15 H -0.50 2.29 -1.10

## Properties
Highest occupied orbital energy = -8.7 eV
HOMO-LUMO gap = 9.34 eV
Net charge = 0
SMILES = Cn1nccc1N=C=N

Listed below, in e, are the Mulliken charges computed for each atom: number 1, C, carries -0.57; number 2, C, carries 0.36; number 3, N, carries 0.74; number 4, C, carries 0.52; number 5, H, carries 0.38; number 6, N, carries -0.28; number 7, H, carries 0.46; number 8, N, carries -0.63; number 9, H, carries 0.30; number 10, H, carries 0.26; number 11, C, carries -0.74; number 12, N, carries -0.95; number 13, C, carries -0.39; number 14, H, carries 0.26; number 15, H, carries 0.27

---

Of them, the most stable is entry B and the least stable is entry A.